(1)
The following is a DFT calculation (ωB97M-V with the def2-TZVPD basis set) of a cluster of 17 separate species, C90H94O2 in total at a distorted geometry.

Its lowest unoccupied orbital energy is 0.0153 hartree. The spin multiplicity is 1. Its highest occupied orbital energy is -8.95 eV. Its net charge is 0. The HOMO-LUMO gap is 9.4 eV.

Each line ends with the Mulliken charge.
CARTESIAN COORDINATES (ANGSTROEM)
C (3.067, 0.529, 5.292)  -0.445
C (3.278, 1.793, 4.740)  0.180
C (2.266, 2.542, 4.212)  0.636
C (1.004, 2.015, 4.210)  -1.878
C (0.753, 0.675, 4.608)  -0.452
C (1.792, -0.054, 5.182)  -0.814
H (3.872, -0.146, 5.540)  0.524
H (4.287, 2.159, 4.622)  0.388
H (2.462, 3.518, 3.793)  -0.033
H (0.139, 2.527, 3.815)  0.962
H (-0.207, 0.183, 4.555)  0.644
H (1.538, -1.050, 5.512)  0.299
C (3.621, 4.240, 0.402)  0.092
C (4.118, 5.487, 0.060)  -0.316
C (5.420, 5.834, 0.381)  -0.795
C (6.261, 4.812, 0.797)  -0.581
C (5.812, 3.444, 0.981)  -0.964
C (4.422, 3.201, 0.903)  -0.143
H (2.579, 4.020, 0.222)  0.359
H (3.476, 6.230, -0.390)  0.442
H (5.812, 6.808, 0.126)  0.401
H (7.317, 4.995, 0.934)  0.383
H (6.421, 2.614, 1.308)  0.526
H (4.101, 2.200, 1.150)  0.572
C (-4.936, 0.424, 4.130)  -0.416
C (-5.159, -0.270, 5.285)  -0.404
C (-6.407, -0.268, 5.894)  -0.581
C (-7.505, 0.404, 5.219)  -0.435
C (-7.290, 1.000, 3.969)  -0.335
C (-6.005, 1.100, 3.469)  -0.282
H (-3.970, 0.460, 3.649)  0.612
H (-4.356, -0.817, 5.756)  0.439
H (-6.556, -0.798, 6.823)  0.390
H (-8.491, 0.454, 5.657)  0.373
H (-8.064, 1.390, 3.325)  0.396
H (-5.872, 1.441, 2.453)  0.225
C (-0.793, -2.002, 3.088)  -0.020
C (-1.876, -1.977, 2.256)  0.518
C (-3.160, -2.410, 2.755)  -0.537
C (-3.305, -2.824, 4.046)  -0.743
C (-2.203, -2.905, 4.834)  -0.834
C (-0.948, -2.474, 4.367)  -0.302
H (0.208, -1.771, 2.756)  0.380
H (-1.898, -1.630, 1.233)  -0.081
H (-4.008, -2.346, 2.088)  0.483
H (-4.249, -3.105, 4.489)  0.505
H (-2.225, -3.298, 5.839)  0.386
H (-0.042, -2.566, 4.947)  0.305
C (5.552, -4.248, -2.662)  -0.115
C (4.269, -4.858, -2.509)  -0.127
C (4.202, -6.049, -1.826)  -0.103
C (5.338, -6.681, -1.401)  -0.546
C (6.576, -6.098, -1.539)  -0.444
C (6.695, -4.869, -2.146)  -0.899
H (5.703, -3.313, -3.180)  0.437
H (3.378, -4.445, -2.959)  0.313
H (3.273, -6.512, -1.526)  0.376
H (5.217, -7.613, -0.870)  0.373
H (7.502, -6.514, -1.172)  0.380
H (7.623, -4.377, -2.399)  0.386
C (-3.098, 1.716, -4.084)  -0.134
C (-4.445, 1.329, -4.108)  -0.667
C (-4.861, 0.157, -4.723)  -0.605
C (-3.914, -0.544, -5.438)  -0.379
C (-2.525, -0.172, -5.440)  -0.566
C (-2.151, 0.919, -4.805)  0.063
H (-2.811, 2.620, -3.567)  0.299
H (-5.200, 1.882, -3.568)  0.442
H (-5.884, -0.176, -4.815)  0.512
H (-4.282, -1.482, -5.827)  0.352
H (-1.833, -0.736, -6.047)  0.375
H (-1.139, 1.296, -4.787)  0.330
C (0.792, 5.048, -4.051)  -0.858
C (2.165, 5.034, -3.678)  -0.690
C (2.676, 3.951, -3.002)  -0.584
C (1.833, 2.920, -2.556)  -0.299
C (0.499, 2.900, -2.983)  0.223
C (-0.014, 3.958, -3.709)  -0.136
H (0.481, 5.932, -4.587)  0.418
H (2.813, 5.818, -4.041)  0.423
H (3.698, 3.883, -2.662)  0.541
H (2.169, 2.139, -1.891)  0.593
H (-0.077, 2.040, -2.677)  0.124
H (-1.033, 3.892, -4.061)  0.269
C (-6.470, 1.995, -0.006)  -0.405
C (-7.813, 2.086, 0.274)  -0.737
C (-8.429, 3.324, 0.281)  -0.152
C (-7.691, 4.457, 0.154)  -0.924
C (-6.346, 4.326, -0.096)  -0.249
C (-5.699, 3.110, -0.241)  -0.107
H (-6.181, 0.958, 0.078)  0.548
H (-8.334, 1.169, 0.506)  0.464
H (-9.502, 3.368, 0.396)  0.400
H (-8.354, 5.295, -0.003)  0.317
H (-5.750, 5.186, -0.366)  0.412
H (-4.639, 2.995, -0.415)  0.501
C (4.051, -1.204, -2.151)  0.907
C (4.772, -0.187, -1.555)  -0.580
C (5.277, 0.780, -2.392)  -0.458
C (5.263, 0.680, -3.799)  -0.788
C (4.564, -0.358, -4.370)  -1.219
C (3.939, -1.329, -3.540)  -0.361
H (3.547, -1.910, -1.508)  0.032
H (4.947, -0.131, -0.490)  0.515
H (5.754, 1.619, -1.906)  0.357
H (5.715, 1.396, -4.469)  0.436
H (4.625, -0.502, -5.439)  0.471
H (3.511, -2.177, -4.053)  0.693
C (4.276, -3.351, 1.095)  -0.640
C (3.505, -2.663, 2.001)  0.760
C (4.121, -2.175, 3.167)  -0.422
C (5.511, -2.147, 3.270)  -0.373
C (6.269, -2.700, 2.274)  -0.743
C (5.661, -3.298, 1.209)  -0.077
H (3.918, -3.944, 0.266)  0.178
H (2.430, -2.664, 1.901)  0.084
H (3.461, -1.666, 3.854)  0.104
H (6.106, -1.679, 4.040)  0.366
H (7.347, -2.759, 2.321)  0.425
H (6.262, -3.777, 0.449)  0.299
C (-1.241, 6.169, 2.515)  -0.959
C (-2.386, 5.574, 2.014)  -0.207
C (-2.521, 5.041, 0.762)  -0.346
C (-1.431, 4.950, -0.032)  -0.231
C (-0.229, 5.468, 0.417)  -0.626
C (-0.098, 5.999, 1.710)  -0.094
H (-1.195, 6.579, 3.513)  0.393
H (-3.334, 5.635, 2.530)  0.433
H (-3.470, 4.729, 0.352)  0.141
H (-1.501, 4.459, -0.991)  0.597
H (0.601, 5.409, -0.271)  0.433
H (0.899, 6.242, 2.047)  0.439
C (-3.523, -2.893, -0.879)  -0.058
C (-3.983, -3.928, -1.621)  -0.698
C (-4.906, -3.721, -2.657)  -0.599
C (-5.449, -2.488, -2.686)  -0.508
C (-5.124, -1.484, -1.781)  -0.456
C (-4.046, -1.597, -0.954)  0.078
H (-2.659, -3.018, -0.242)  0.131
H (-3.557, -4.916, -1.525)  0.353
H (-5.137, -4.591, -3.255)  0.488
H (-6.187, -2.335, -3.459)  0.440
H (-5.671, -0.556, -1.865)  0.344
H (-3.645, -0.799, -0.346)  0.509
C (1.276, 0.946, 1.009)  0.179
C (-0.049, 1.456, 0.825)  -1.020
C (-0.806, 0.881, -0.181)  -0.248
C (-0.253, -0.181, -0.870)  0.637
C (1.042, -0.640, -0.772)  1.197
C (1.869, -0.078, 0.251)  0.017
H (1.852, 1.308, 1.848)  -0.204
H (-0.446, 2.322, 1.334)  0.507
H (-1.835, 1.080, -0.443)  0.331
H (-0.947, -0.630, -1.566)  -1.196
H (1.416, -1.450, -1.380)  -0.529
H (2.810, -0.550, 0.493)  0.093
C (0.342, -5.056, 1.201)  -0.243
C (-0.234, -6.270, 0.851)  -0.661
C (-0.399, -6.618, -0.453)  -0.795
C (0.065, -5.748, -1.467)  -0.839
C (0.611, -4.483, -1.093)  -0.074
C (0.628, -4.116, 0.237)  1.149
H (0.340, -4.819, 2.254)  0.373
H (-0.595, -6.994, 1.567)  0.373
H (-0.784, -7.601, -0.681)  0.451
H (0.118, -6.061, -2.500)  0.479
H (0.996, -3.841, -1.871)  0.388
H (1.057, -3.142, 0.419)  -0.645
C (0.831, -2.709, -5.036)  -0.454
C (0.169, -1.940, -4.124)  -0.105
C (-1.064, -2.343, -3.709)  0.528
C (-1.661, -3.457, -4.239)  -0.752
C (-0.918, -4.331, -5.012)  -0.669
C (0.350, -3.943, -5.475)  -0.712
H (1.824, -2.428, -5.352)  0.561
H (0.551, -0.949, -3.928)  0.351
H (-1.699, -1.657, -3.168)  0.292
H (-2.672, -3.701, -3.946)  0.183
H (-1.295, -5.313, -5.258)  0.394
H (0.932, -4.593, -6.111)  0.426
O (4.456, 5.582, 4.873)  -0.664
H (3.867, 6.120, 5.402)  0.306
H (3.880, 4.959, 4.430)  0.350
O (-0.062, 4.106, 6.047)  -0.652
H (0.401, 4.902, 5.783)  0.287
H (0.522, 3.393, 5.792)  0.463


(2)
The following is a DFT calculation (ωB97M-V with the def2-TZVPD basis set) of a structure of composition C91H73CrF14O7Pd at a distorted geometry.

Its lowest unoccupied orbital energy (spin up / spin down) is -0.2210 / -0.3537 hartree. The spin multiplicity is 8. As for the expectation value of S²: 15.83. Its highest occupied orbital energy (spin up / spin down) is -12.06 / -12.06 eV. Its net charge is +2. The HOMO-LUMO gap (spin up / spin down) is 6.0 / 2.4 eV.

Each line ends with the Mulliken spin population.
CARTESIAN COORDINATES (ANGSTROEM)
Pd (8.743, 43.603, 1.478)  0.945
Cr (11.844, 36.842, -1.776)  3.898
C (10.304, 39.546, 1.112)  0.109
C (10.068, 40.851, 0.930)  -0.149
C (9.739, 41.481, -0.466)  0.050
O (9.192, 42.653, -0.640)  0.447
C (9.953, 40.762, -1.555)  0.101
C (10.392, 39.363, -1.462)  0.306
C (10.547, 38.727, -0.014)  -0.124
O (11.051, 37.612, -0.039)  0.031
O (10.909, 38.650, -2.359)  0.107
O (9.821, 41.478, 2.068)  0.102
H (10.354, 39.116, 2.101)  -0.005
H (9.681, 41.203, -2.502)  0.162
O (11.882, 34.261, -4.701)  0.001
C (12.028, 35.211, -3.770)  0.004
O (11.516, 36.350, -3.867)  0.001
O (12.584, 35.028, -2.703)  0.021
H (11.531, 34.698, -5.480)  0.000
F (12.876, 34.793, 4.193)  -0.001
C (13.454, 35.900, 4.697)  0.001
C (12.961, 37.157, 4.365)  -0.001
C (13.503, 38.224, 5.034)  0.001
C (14.556, 38.038, 5.857)  0.000
C (15.138, 36.820, 6.041)  0.000
C (14.567, 35.737, 5.436)  0.000
H (12.171, 37.322, 3.647)  0.001
H (13.119, 39.225, 4.904)  -0.001
H (14.915, 38.963, 6.282)  0.000
H (16.039, 36.744, 6.632)  0.000
H (14.890, 34.715, 5.565)  0.000
F (13.559, 38.130, -1.915)  0.039
C (13.957, 39.138, -2.690)  0.002
C (13.901, 40.428, -2.150)  0.031
C (14.443, 41.517, -2.879)  0.001
C (15.001, 41.199, -4.149)  0.000
C (15.102, 39.894, -4.626)  -0.001
C (14.582, 38.829, -3.914)  -0.019
H (13.484, 40.619, -1.172)  -0.021
H (14.279, 42.517, -2.506)  0.000
H (15.462, 41.905, -4.824)  0.000
H (15.607, 39.754, -5.570)  0.000
H (14.617, 37.861, -4.391)  0.000
F (7.796, 39.237, -6.979)  0.000
C (9.204, 39.342, -6.984)  0.000
C (9.870, 39.376, -8.197)  0.000
C (11.243, 39.706, -8.205)  0.000
C (11.875, 40.000, -7.002)  0.000
C (11.191, 39.988, -5.790)  0.004
C (9.825, 39.635, -5.815)  0.005
H (9.361, 39.262, -9.142)  0.000
H (11.754, 39.791, -9.153)  0.000
H (12.906, 40.321, -6.984)  0.000
H (11.646, 40.214, -4.837)  -0.002
H (9.278, 39.652, -4.884)  -0.009
F (9.621, 36.118, -1.754)  -0.114
C (8.628, 35.210, -2.133)  0.016
C (7.310, 35.590, -2.119)  0.006
C (6.305, 34.623, -2.370)  0.001
C (6.679, 33.292, -2.604)  0.000
C (8.044, 32.946, -2.717)  0.001
C (9.045, 33.923, -2.532)  0.016
H (7.002, 36.603, -1.906)  0.001
H (5.279, 34.896, -2.565)  0.000
H (5.936, 32.520, -2.730)  0.000
H (8.324, 31.950, -3.028)  0.000
H (10.085, 33.631, -2.557)  0.004
F (14.698, 45.133, 4.637)  0.000
C (14.008, 44.076, 5.105)  0.001
C (14.575, 43.286, 6.198)  0.000
C (13.894, 42.195, 6.720)  0.000
C (12.758, 41.787, 6.059)  0.000
C (12.362, 42.376, 4.883)  0.002
C (12.904, 43.612, 4.444)  0.000
H (15.457, 43.677, 6.683)  0.000
H (14.154, 41.722, 7.656)  0.000
H (12.076, 41.083, 6.512)  0.000
H (11.577, 41.850, 4.362)  -0.002
H (12.465, 44.056, 3.563)  -0.001
F (8.019, 45.279, 0.247)  0.018
C (7.813, 46.141, -0.753)  0.008
C (7.619, 45.707, -2.054)  -0.004
C (7.249, 46.604, -3.041)  0.002
C (7.124, 47.943, -2.767)  -0.001
C (7.143, 48.418, -1.474)  0.001
C (7.502, 47.512, -0.478)  0.000
H (7.729, 44.650, -2.249)  0.000
H (7.106, 46.238, -4.047)  0.000
H (6.914, 48.635, -3.570)  0.000
H (6.831, 49.397, -1.141)  0.000
H (7.528, 47.793, 0.564)  0.000
F (11.165, 34.803, -0.114)  0.084
C (11.590, 33.659, 0.469)  0.255
C (11.913, 32.510, -0.319)  0.091
C (12.065, 31.289, 0.323)  0.077
C (12.047, 31.282, 1.744)  0.264
C (11.806, 32.441, 2.523)  0.108
C (11.516, 33.621, 1.839)  0.061
H (11.920, 32.532, -1.398)  0.004
H (12.181, 30.439, -0.333)  0.002
H (12.065, 30.347, 2.285)  -0.002
H (11.827, 32.395, 3.601)  0.008
H (11.377, 34.534, 2.398)  0.004
F (5.324, 43.364, -6.033)  0.000
C (5.789, 42.836, -4.897)  0.000
C (5.331, 43.403, -3.709)  0.000
C (5.648, 42.890, -2.470)  -0.002
C (6.507, 41.804, -2.389)  -0.013
C (7.014, 41.244, -3.574)  0.014
C (6.599, 41.707, -4.817)  0.001
H (4.634, 44.221, -3.820)  0.000
H (5.286, 43.343, -1.560)  0.000
H (6.789, 41.354, -1.449)  0.011
H (7.790, 40.504, -3.449)  -0.010
H (6.994, 41.269, -5.721)  0.000
F (12.356, 42.523, 0.628)  0.005
C (13.571, 42.099, 1.056)  0.002
C (14.731, 42.786, 0.756)  0.000
C (15.938, 42.259, 1.151)  0.000
C (15.977, 41.188, 2.012)  0.000
C (14.816, 40.463, 2.326)  0.000
C (13.593, 40.959, 1.844)  -0.016
H (14.583, 43.608, 0.072)  0.000
H (16.777, 42.821, 0.766)  0.000
H (16.962, 40.910, 2.358)  0.000
H (14.829, 39.594, 2.967)  0.000
H (12.670, 40.478, 2.131)  0.013
F (10.749, 44.810, 0.593)  0.002
C (11.591, 45.800, 0.205)  -0.009
C (11.500, 46.231, -1.095)  0.004
C (12.184, 47.367, -1.505)  0.000
C (13.112, 47.972, -0.621)  0.000
C (13.258, 47.497, 0.671)  0.001
C (12.488, 46.421, 1.049)  0.001
H (10.746, 45.833, -1.759)  -0.001
H (12.098, 47.648, -2.544)  0.000
H (13.584, 48.894, -0.928)  0.000
H (13.973, 48.042, 1.270)  0.000
H (12.601, 46.077, 2.067)  0.000
F (4.351, 40.216, 3.868)  0.000
C (4.989, 39.336, 3.052)  0.000
C (6.330, 39.532, 2.773)  -0.001
C (6.940, 38.753, 1.802)  0.045
C (6.256, 37.659, 1.279)  -0.002
C (4.938, 37.364, 1.659)  0.000
C (4.295, 38.267, 2.506)  0.000
H (6.883, 40.387, 3.135)  -0.001
H (7.958, 38.889, 1.466)  -0.005
H (6.822, 37.179, 0.494)  0.002
H (4.443, 36.494, 1.253)  0.000
H (3.255, 38.179, 2.786)  0.000
F (13.320, 44.770, -3.304)  0.000
C (12.174, 44.570, -3.960)  -0.002
C (11.975, 45.313, -5.079)  0.001
C (10.724, 45.255, -5.707)  0.000
C (9.735, 44.405, -5.214)  -0.001
C (9.973, 43.655, -4.072)  -0.017
C (11.210, 43.755, -3.448)  -0.027
H (12.791, 45.910, -5.460)  0.000
H (10.567, 45.870, -6.581)  0.000
H (8.778, 44.261, -5.694)  0.000
H (9.247, 42.952, -3.692)  -0.010
H (11.356, 43.214, -2.525)  0.053
F (8.518, 41.367, 5.137)  0.000
C (9.011, 40.618, 6.129)  0.000
C (9.583, 39.440, 5.703)  0.000
C (10.191, 38.654, 6.661)  0.001
C (10.267, 39.085, 7.983)  0.000
C (9.761, 40.282, 8.369)  0.000
C (9.035, 41.032, 7.479)  0.000
H (9.475, 39.168, 4.663)  0.000
H (10.629, 37.705, 6.389)  0.000
H (10.820, 38.415, 8.625)  0.000
H (9.963, 40.726, 9.333)  0.000
H (8.572, 41.949, 7.812)  0.000
F (13.303, 36.018, -0.237)  -0.058
C (14.330, 35.976, 0.632)  0.024
C (14.796, 34.757, 1.220)  0.032
C (15.946, 34.724, 2.021)  0.002
C (16.575, 35.894, 2.367)  0.001
C (16.094, 37.121, 1.811)  0.004
C (15.015, 37.128, 0.978)  0.001
H (14.401, 33.779, 0.990)  0.004
H (16.332, 33.794, 2.412)  0.000
H (17.312, 35.733, 3.140)  -0.001
H (16.565, 38.060, 2.061)  0.000
H (14.585, 38.009, 0.524)  0.007


- The lowest net charge belongs to which entry?
  C90H94O2


- net charge of number 1 (C90H94O2)?
  0